An isolated molecule of C6H7N3O. Source: OMol25; level of theory: the ωB97M-V functional and the def2-TZVPD basis.

Last column: Löwdin charge in e.
Positions of all 17 atoms, in Å:
C1 -0.4755 1.2432 1.3592  -0.0796
C2 -1.5682 0.0636 -2.0403  -0.1266
C3 -0.2515 -0.4965 -1.8389  -0.1296
C4 -1.4272 -0.4800 0.1754  -0.3002
C5 0.8571 -1.4831 -0.1005  0.0188
C6 0.1887 2.2930 1.7864  -0.1676
N1 -1.4008 0.4448 1.2312  0.1614
N2 -2.2077 0.0372 -0.9213  0.0319
N3 -0.0928 -0.7332 -0.5656  -0.1299
O1 1.2243 2.1663 2.7188  -0.0452
H1 -2.0436 0.3984 -2.9346  0.0993
H2 0.4760 -0.8033 -2.6705  0.1427
H3 -1.9141 -1.4480 0.3701  0.1655
H4 1.0880 -1.5296 0.8988  0.0490
H5 1.5688 -1.7317 -0.7761  0.0407
H6 0.1473 3.2871 1.1260  0.1635
H7 0.9147 1.8101 3.5725  0.1060

Forces on the atoms, in the same order (eV/Å):
-0.9521 0.3029 0.4708
1.1445 -1.5344 2.3293
-0.0832 1.1209 -4.5427
-0.2512 -0.2345 -3.3559
-0.6034 0.7008 0.7957
1.0547 1.6321 -1.1571
0.3968 0.1821 0.4880
-2.1330 1.5030 0.1263
-0.1661 -1.8572 1.3517
-0.3466 0.3299 -0.0895
-0.0337 0.1849 -0.5019
-1.0074 0.6255 1.8274
0.8193 0.2412 0.6944
-0.0005 -0.1709 2.2503
2.1647 -0.9283 -1.8348
0.1422 -2.3148 1.8552
-0.1449 0.2169 -0.7073

Properties
HOMO-LUMO gap (alpha / beta)   7.26 / 7.24 eV
Lowest unoccupied orbital energy (alpha / beta)   0.0101 / 0.0084 Ha
Energy relative to the best compared isomer or geometry (same formula, charge and spin)   5.352 eV

=====

A cluster of 2 separate species, C3H8N5 in total. Source: OMol25; level of theory: the ωB97M-V functional and the def2-TZVPD basis.

Last column: Löwdin charge in e.
Positions of all 16 atoms, in Å:
C1 0.9131 -2.1975 0.1799  0.1832
C2 -1.7716 -0.5898 0.7538  0.0816
C3 1.6127 -1.2424 -0.1003  -0.1509
N1 2.5763 -0.3707 -0.3251  0.0117
N2 -1.5576 0.1447 -0.3043  -0.1383
N3 2.7269 0.8393 -0.0084  0.0433
N4 1.7437 1.5765 0.2555  0.1537
N5 -0.5924 0.9443 -0.6960  0.0000
H1 -1.0746 -0.6342 1.5818  0.0932
H2 -2.6814 -1.0969 0.6663  0.0772
H3 3.4544 -0.9529 -0.3420  0.2138
H4 -2.2152 -0.0156 -0.9506  0.1097
H5 1.9213 2.5872 0.1870  0.1549
H6 0.7464 1.2999 -0.0618  0.0290
H7 0.1177 -2.8715 0.1701  0.0416
H8 -0.6917 1.2175 -1.6898  0.0964

Forces on the atoms, in the same order (eV/Å):
1.3525 2.4905 -0.9444
1.5496 1.4187 -0.5695
-3.7147 -2.4123 0.9438
2.9074 -2.5459 0.1586
2.6223 -0.0861 2.3324
1.1190 2.5808 0.0224
-0.1752 0.2736 -0.7837
0.6327 0.3339 -0.1116
-0.2495 0.1384 -0.1065
-1.0336 -0.8762 0.4841
-0.4194 1.6955 -0.3560
-3.2739 -0.4351 -3.1855
0.5809 -0.6154 0.5931
-0.8760 -0.5765 0.3087
-0.5388 -0.9527 0.2809
-0.4834 -0.4311 0.9333

Properties
Total charge   +1
HOMO-LUMO gap   8.06 eV
Lowest unoccupied orbital energy   -0.1698 Ha
Energy relative to the best compared isomer or geometry (same formula, charge and spin)   6.525 eV

=====

A structure of composition C28H33F4N3P2Pm. Source: OMol25; level of theory: the ωB97M-V functional and the def2-TZVPD basis.

Last column: Mulliken spin population.
Positions of all 71 atoms, in Å:
Pm1 -0.0656 0.3343 0.5275  4.0512
C1 -2.0778 -1.4660 2.5058  0.0055
N1 -2.2687 -0.1936 1.7917  -0.0066
C2 -2.7890 0.7934 2.7533  0.0006
C3 -3.2652 -0.3551 0.7048  0.0010
C4 -2.7846 -1.2190 -0.4595  -0.0009
N2 -1.4690 -0.7675 -0.9102  -0.0164
C5 -1.0067 -1.0693 -2.1423  -0.0074
C6 0.2239 -0.5229 -2.5719  -0.0010
F1 0.9334 0.2629 -1.6432  -0.0015
C7 0.8063 -0.7274 -3.7993  0.0003
F2 1.9784 -0.1444 -4.0553  0.0000
C8 0.2044 -1.5390 -4.7346  0.0010
C9 -0.9882 -2.1329 -4.3530  -0.0001
F3 -1.6025 -2.9533 -5.2005  0.0000
C10 -1.5725 -1.9212 -3.1213  0.0006
F4 -2.7043 -2.5930 -2.8416  0.0000
H1 -3.0293 -1.8390 2.8990  -0.0006
H2 -1.3926 -1.3203 3.3425  -0.0001
H3 -1.6607 -2.2172 1.8346  -0.0032
H4 -3.7343 0.4526 3.1886  -0.0005
H5 -2.9613 1.7418 2.2537  0.0020
H6 -2.0694 0.9438 3.5598  -0.0009
H7 -3.4954 0.6384 0.3252  -0.0014
H8 -4.1912 -0.7848 1.1064  -0.0001
H9 -3.5309 -1.1226 -1.2481  -0.0007
H10 -2.7691 -2.2733 -0.1602  -0.0007
H11 0.6382 -1.7215 -5.7058  0.0002
C11 2.7780 0.5030 3.6591  -0.0012
P1 2.2610 -0.3445 2.1230  0.0046
C12 3.6041 0.1682 0.9722  0.0010
C13 2.6888 -2.1045 2.3867  -0.0024
C14 3.6625 -2.4781 3.3111  -0.0008
C15 4.0079 -3.8092 3.4716  -0.0001
C16 3.3746 -4.7845 2.7151  -0.0003
C17 2.4070 -4.4227 1.7932  -0.0012
C18 2.0567 -3.0869 1.6118  -0.0021
P2 0.8751 -2.5717 0.2986  0.0008
C19 1.9099 -2.9463 -1.1837  -0.0006
C20 -0.2784 -3.9959 0.1819  -0.0005
H12 3.8502 0.4153 3.8259  0.0000
H13 2.2376 0.0938 4.5123  0.0002
H14 2.5264 1.5595 3.5625  0.0001
H15 4.5685 -0.1200 1.3898  0.0000
H16 3.5796 1.2508 0.8323  -0.0001
H17 3.4871 -0.3088 -0.0018  0.0000
H18 4.1511 -1.7301 3.9215  0.0000
H19 4.7690 -4.0831 4.1900  0.0000
H20 3.6366 -5.8265 2.8419  0.0000
H21 1.9183 -5.1981 1.2166  0.0000
H22 2.3963 -3.9098 -1.0371  0.0000
H23 2.6715 -2.1835 -1.3450  0.0001
H24 1.2717 -2.9970 -2.0673  -0.0001
H25 0.2413 -4.8796 -0.1851  -0.0001
H26 -1.0639 -3.7504 -0.5351  0.0000
H27 -0.7347 -4.2196 1.1457  0.0000
C21 0.2025 2.7714 0.4803  -0.0160
C22 -1.2179 3.0889 0.2414  0.0054
C23 -1.9805 3.8387 1.1548  0.0006
C24 -3.3391 4.0131 0.9917  0.0007
C25 -3.9970 3.4529 -0.1075  -0.0026
C26 -3.2494 2.7767 -1.0727  0.0008
C27 -1.8883 2.6076 -0.9044  -0.0024
C28 -5.4181 3.5308 -0.2274  0.0007
N3 -6.5659 3.5353 -0.2992  -0.0010
H28 0.6089 3.4033 1.2710  0.0008
H29 0.7913 2.9431 -0.4307  -0.0010
H30 -1.4863 4.2966 2.0033  0.0000
H31 -3.9068 4.5887 1.7117  0.0001
H32 -3.7503 2.4034 -1.9571  0.0001
H33 -1.3154 2.1156 -1.6862  -0.0037

Forces on the atoms, in the same order (eV/Å):
-1.1074 0.3329 0.5661
0.1297 -0.0277 -0.1381
-0.0751 -0.1055 0.0068
0.0694 0.0938 0.0250
0.0525 -0.1404 -0.2939
0.0961 0.1054 0.0928
-0.2468 0.0509 -0.0102
0.2809 -0.1246 -0.6596
-0.2103 -0.0602 0.0366
-0.2341 -0.1301 -0.3342
0.0607 0.0049 0.0236
0.0793 0.0515 0.0123
-0.1175 -0.0981 0.0439
0.1737 0.0986 -0.0985
-0.0590 -0.0535 -0.0296
-0.0036 0.0851 0.3064
-0.0775 -0.0367 0.0012
0.0002 -0.0195 0.0104
0.0104 -0.0122 -0.0014
-0.0315 -0.0156 0.0161
0.0163 -0.0466 0.0105
0.0146 0.0187 -0.0289
-0.0034 -0.0101 -0.0001
0.0249 0.0709 0.0650
0.0061 0.0301 0.0703
-0.0764 -0.0376 0.0241
-0.0415 -0.0249 -0.0583
0.0163 0.0305 0.0043
-0.1400 -0.0283 -0.1068
0.9858 -0.1402 0.4969
-0.1709 0.1100 -0.0033
-0.2051 0.0351 -0.0271
-0.0318 0.0395 0.0363
0.0165 0.0127 0.0260
0.0060 -0.0138 0.0084
-0.0323 -0.0421 0.0271
-0.0944 0.1557 -0.0400
0.6522 -0.6965 -0.0791
-0.1616 0.1140 0.0406
-0.1001 0.2440 0.0035
0.0135 0.0050 0.0250
0.0149 0.0124 0.0140
0.0155 0.0040 0.0154
0.0231 -0.0024 -0.0144
0.0114 -0.0109 -0.0019
-0.0013 -0.0146 0.0021
0.0266 -0.0247 -0.0126
-0.0152 -0.0123 0.0017
-0.0080 0.0045 0.0048
0.0271 0.0094 -0.0291
0.0286 -0.0201 -0.0237
-0.0023 0.0007 -0.0015
0.0212 0.0159 0.0054
0.0175 -0.0232 0.0344
0.0066 0.0075 0.0127
-0.0001 -0.0018 -0.0047
-0.0392 0.5181 -0.0637
0.1618 0.0439 -0.2559
-0.1064 -0.0945 0.0717
-0.0002 0.0558 0.0122
0.4046 -0.1445 -0.0918
-0.2593 0.1814 0.0007
0.2753 -0.0756 0.2556
-0.3375 0.0127 -0.0160
0.0906 0.0422 -0.0147
0.1072 -0.1059 0.0298
0.0242 -0.0871 0.0004
0.0109 -0.0424 0.0195
0.0066 -0.0126 0.0046
0.0395 -0.0585 0.0058
-0.0284 -0.0027 -0.0312

Properties
Total charge   +1
2S+1   5
HOMO-LUMO gap (alpha / beta)   7.20 / 7.34 eV
Lowest unoccupied orbital energy (alpha / beta)   -0.1129 / -0.1081 Ha